Here is a molecular structure, O8S2Sn at a distorted geometry from OMol25. Energies are from wB97M-V/def2-TZVPD.

Output
2S+1: 1
ΔE to the lowest compared entry with this formula, charge and spin: 222.8 kcal/mol
Gap between HOMO and LUMO: 2.442 eV
Lowest unoccupied orbital energy: 1.04 eV
Net charge: -2

Each line ends with the Mulliken charge.
Positions of all 11 atoms, in Å:
Sn (-1.202, 1.158, -2.980)  0.51
S (3.341, 0.109, -0.979)  1.27
O (3.445, -0.149, 0.452)  -0.59
O (4.601, -0.226, -1.650)  -0.69
O (2.275, -0.798, -1.383)  -0.59
O (2.900, 1.516, -1.240)  -0.67
S (-3.082, -0.350, 1.563)  1.27
O (-2.187, -1.014, 2.474)  -0.63
O (-3.025, -0.956, 0.294)  -0.59
O (-4.419, -0.303, 2.179)  -0.69
O (-2.645, 1.013, 1.270)  -0.60

---

Here is 2 unconnected molecules or ions with the total composition C17H15F3NO at a distorted geometry from OMol25. Energies are from wB97M-V/def2-TZVPD.

Output
2S+1: 1
Gap between HOMO and LUMO: 6.651 eV
Lowest unoccupied orbital energy: -6.06 eV
Net charge: +1

Each line ends with the Mulliken charge.
Positions of all 37 atoms, in Å:
C (-2.190, 0.154, 2.283)  -0.95
C (-0.729, -0.011, 2.317)  0.49
N (-0.061, -1.118, 2.428)  -0.02
C (1.377, -0.796, 2.317)  -0.54
C (1.393, 0.709, 2.260)  -0.31
O (-0.001, 1.122, 2.207)  -0.40
H (-2.661, -0.830, 2.259)  0.16
H (-2.528, 0.685, 3.180)  0.27
H (-2.482, 0.725, 1.395)  0.38
H (1.943, -1.181, 3.172)  0.22
H (1.796, -1.231, 1.400)  0.30
H (1.845, 1.132, 3.163)  0.27
H (1.904, 1.084, 1.370)  0.26
F (3.104, -4.274, 5.868)  -0.29
C (2.367, -4.425, 4.712)  0.33
C (3.005, -4.962, 3.594)  -0.58
C (2.235, -5.052, 2.430)  0.31
F (2.826, -5.592, 1.308)  -0.29
C (0.927, -4.620, 2.357)  -0.75
C (0.304, -4.016, 3.499)  1.22
C (-0.967, -3.417, 3.292)  -0.52
C (-1.979, -3.070, 4.232)  1.06
C (-3.327, -2.993, 3.753)  -0.53
C (-4.363, -2.549, 4.559)  -0.53
C (-4.127, -2.181, 5.893)  -0.53
C (-2.823, -2.292, 6.369)  0.14
F (-2.580, -1.948, 7.680)  -0.30
C (-1.753, -2.713, 5.592)  -0.68
C (1.043, -4.010, 4.719)  -0.71
H (4.039, -5.290, 3.629)  0.50
H (0.364, -4.696, 1.428)  0.47
H (-1.278, -3.371, 2.241)  0.21
H (-3.519, -3.292, 2.720)  0.45
H (-5.374, -2.480, 4.155)  0.42
H (-4.924, -1.822, 6.541)  0.49
H (-0.753, -2.704, 6.007)  0.56
H (0.596, -3.646, 5.635)  0.38

---

Here is 3 unconnected molecules or ions with the total composition C10H25N3O5PS2 at a distorted geometry from OMol25. Energies are from wB97M-V/def2-TZVPD.

Output
2S+1: 1
Gap between HOMO and LUMO: 8.271 eV
Lowest unoccupied orbital energy: -4.12 eV
Net charge: +1

Each line ends with the Mulliken charge.
Positions of all 46 atoms, in Å:
C (5.942, 0.765, 0.817)  -0.82
P (4.945, 1.771, -0.453)  0.13
O (4.707, 3.350, 0.162)  -0.47
N (3.399, 0.885, -0.564)  -0.11
C (2.363, 0.962, 0.268)  0.39
N (1.887, 2.146, 0.922)  -0.33
N (1.644, -0.252, 0.564)  -0.40
H (5.648, 1.046, 1.873)  0.29
H (7.052, 0.848, 0.633)  0.34
H (5.613, -0.311, 0.653)  0.29
H (4.570, 3.909, -0.626)  0.36
H (3.302, 0.217, -1.346)  0.33
H (1.733, 2.918, 0.271)  0.27
H (2.449, 2.413, 1.732)  0.28
H (0.658, 0.076, 0.625)  0.13
H (1.670, -0.816, -0.301)  0.35
C (-3.023, -1.380, 3.948)  -0.61
C (-2.135, -2.245, 3.051)  -0.79
C (-2.235, -1.685, 1.630)  -0.32
S (-2.599, 0.061, 1.804)  1.09
O (-3.915, 0.311, 1.271)  -0.65
O (-1.441, 0.834, 1.396)  -0.67
C (-2.697, 0.064, 3.586)  -0.73
H (-2.845, -1.577, 5.005)  0.36
H (-4.076, -1.589, 3.737)  0.30
H (-1.099, -2.186, 3.399)  0.30
H (-2.431, -3.295, 3.082)  0.37
H (-1.300, -1.806, 1.082)  0.20
H (-3.052, -2.145, 1.074)  0.38
H (-3.456, 0.772, 3.914)  0.41
H (-1.718, 0.355, 3.973)  0.33
C (-2.264, 0.236, -2.451)  -0.72
C (-2.412, -0.887, -3.481)  -0.65
C (-1.188, -0.830, -4.402)  -0.72
S (0.138, -0.129, -3.426)  1.26
O (0.497, 1.152, -3.987)  -0.69
O (1.126, -1.153, -3.147)  -0.71
C (-0.828, 0.151, -1.952)  -0.02
H (-2.979, 0.134, -1.633)  0.27
H (-2.437, 1.204, -2.931)  0.35
H (-2.440, -1.852, -2.966)  0.28
H (-3.337, -0.793, -4.050)  0.37
H (-0.897, -1.822, -4.746)  0.37
H (-1.360, -0.176, -5.257)  0.36
H (-0.491, 1.060, -1.455)  0.35
H (-0.689, -0.711, -1.296)  -0.08

---

- Which of these has the highest gap between HOMO and LUMO?
  C10H25N3O5PS2

---

- Look up the 2S+1 of the third one.
  1